(1)
Computed, not measured: one molecule with the formula C4H9NO2 at a distorted geometry, with ωB97M-V with the def2-TZVPD basis set.

SMILES: NC(=O)CCCO
Energy, a.u.: -363.033584
Spin multiplicity: 1

```
16
Properties=species:S:1:pos:R:3:forces:R:3
N 0.20113 -2.25121 2.04482 -0.24 -0.22 -0.67
C 0.57672 -0.99025 1.61363 0.88 0.35 -0.19
O 1.53450 -0.41322 2.07234 0.17 0.05 0.34
C -0.17041 -0.41197 0.45799 -2.23 -0.78 -2.53
C 0.42518 0.76873 -0.35391 0.22 -0.76 1.81
C -0.54997 1.26525 -1.37734 -1.19 1.24 -1.66
O 0.08821 2.11122 -2.38944 -0.46 -0.26 0.86
H -0.39996 -2.71584 1.37852 -0.16 -0.03 0.15
H 0.98983 -2.84979 2.25032 0.04 0.24 0.48
H -1.25516 -0.22333 0.62976 0.65 0.32 0.77
H -0.36178 -1.23369 -0.27950 0.61 0.16 0.40
H 1.34531 0.44749 -0.84885 -0.14 0.01 -0.08
H 0.74320 1.44803 0.44508 -0.16 0.63 -0.65
H -1.46823 1.83146 -1.10054 0.84 -0.12 1.20
H -1.07201 0.49216 -1.94378 0.62 -0.94 0.12
H -0.62655 2.72497 -2.59910 0.56 0.11 -0.34
```
Positions in Å, forces in eV/Å.



(2)
Computed, not measured: one molecule with the formula C4H9NO2, with ωB97M-V with the def2-TZVPD basis set.

SMILES: CCNC(=O)OC
Energy, a.u.: -363.068650
Spin multiplicity: 1

```
16
Properties=species:S:1:pos:R:3:forces:R:3
C -1.85303 0.95801 0.72816 0.01 0.03 0.01
C -1.82309 -0.33452 -0.08525 -0.13 -0.04 0.06
N -0.60308 -0.47491 -0.87078 0.15 0.10 0.03
C 0.59272 -0.51420 -0.21384 -0.11 -0.02 0.22
O 0.74272 -0.80116 0.95646 -0.04 0.10 -0.43
O 1.60246 -0.17917 -1.04824 -0.12 -0.04 0.02
C 2.86902 -0.05532 -0.40867 0.28 0.01 0.08
H -2.78086 1.03790 1.30269 0.10 -0.02 -0.08
H -1.01271 0.97307 1.42781 -0.15 0.02 -0.08
H -1.77618 1.83370 0.07309 -0.04 -0.13 0.08
H -1.90413 -1.20226 0.57633 0.02 0.14 -0.09
H -2.66399 -0.37373 -0.78494 0.13 -0.03 0.10
H -0.57505 -0.03315 -1.77803 0.00 -0.04 0.12
H 3.56266 0.26143 -1.18795 -0.08 -0.06 0.11
H 2.82300 0.69502 0.38560 0.02 -0.11 -0.11
H 3.18546 -1.00730 0.02315 -0.04 0.10 -0.06
```
Positions in Å, forces in eV/Å.



(3)
Computed, not measured: C4H9NO2 as an isolated structure at a distorted geometry, with ωB97M-V with the def2-TZVPD basis set.

Energy, a.u.: -362.951183
Spin multiplicity: 1

```
16
Properties=species:S:1:pos:R:3:forces:R:3
C -0.99905 -0.66086 -2.25103 0.03 -0.14 -0.16
N -0.28168 -0.32602 -1.04481 0.32 -0.10 0.22
C 0.87624 -0.78629 -0.74480 -0.64 0.25 0.11
O 1.55304 -0.47099 0.33338 -0.61 0.64 0.93
C 1.04106 0.38252 1.79748 0.52 -0.83 -0.92
C -0.37307 0.92639 1.82921 0.38 -0.54 -0.59
O -0.44731 1.52245 0.58580 -1.28 0.03 -0.88
H -1.99061 -1.05148 -1.99630 0.19 0.06 -0.05
H -1.14130 0.23647 -2.86494 0.04 -0.16 0.15
H -0.47073 -1.41094 -2.85060 -0.03 0.03 0.03
H 1.35187 -1.51514 -1.43501 0.16 0.38 0.59
H 1.31757 -0.49546 2.35365 0.08 0.07 0.65
H 1.75361 1.21020 1.81684 0.04 -0.51 -0.30
H -1.11552 0.12847 2.01784 0.11 0.00 -0.27
H -0.54449 1.64740 2.68063 0.67 -0.46 -0.68
H -0.52964 0.66327 -0.22734 0.02 1.30 1.17
```
Positions in Å, forces in eV/Å.



(4)
Computed, not measured: one molecule with the formula C4H9NO2 at a distorted geometry, with ωB97M-V with the def2-TZVPD basis set.

SMILES: O[C@H]1COCCN1
Energy, a.u.: -363.003272
Spin multiplicity: 1

```
16
Properties=species:S:1:pos:R:3:forces:R:3
O 1.38008 1.36515 0.76809 0.48 -0.27 0.11
C 0.76450 0.14563 1.06503 -1.23 -0.20 0.31
C -0.85369 0.38934 1.04652 0.63 -0.37 0.21
O -1.43417 -0.52339 0.15338 -0.09 -0.10 0.00
C -0.93404 -0.31567 -1.15845 -0.03 -0.03 -0.21
C 0.60344 -0.51924 -1.21424 0.02 -0.01 -0.06
N 1.14422 -0.84337 0.09717 -0.07 -0.11 0.11
H 0.60159 1.89361 0.73129 -0.24 1.61 -0.28
H 1.09908 -0.20819 2.05053 -0.26 0.04 -0.13
H -1.20808 1.41588 0.75863 0.76 -0.29 0.02
H -1.28900 0.22018 2.03550 0.13 -0.21 -0.11
H -1.20973 0.69273 -1.50539 0.01 -0.08 0.09
H -1.45440 -1.03967 -1.78457 0.02 0.03 0.00
H 1.10943 0.38915 -1.54804 -0.11 -0.09 -0.04
H 0.87694 -1.31709 -1.90881 -0.10 0.08 0.07
H 0.80384 -1.74506 0.41337 0.08 0.01 -0.07
```
Positions in Å, forces in eV/Å.



| no. | Kohn-Sham gap (eV) |
| --- | --- |
| 1 | 10.80 |
| 2 | 10.73 |
| 3 | 9.89 |
| 4 | 9.88 |